(1)
DFT (the ωB97M-V functional and the def2-TZVPD basis) results for a gas-phase ion, C5H10N (charge +1) in a non-equilibrium geometry.

Geometry as XYZ:
```
16
Properties=species:S:1:pos:R:3:forces:R:3
C 2.121 0.382 0.032 -1.98 1.45 3.01
H 2.371 0.826 -0.855 0.81 1.50 -2.25
C -1.464 1.249 0.057 -0.47 1.43 -0.49
C -0.670 0.062 -0.239 2.39 -1.93 1.25
H -1.930 1.300 1.071 0.35 -0.36 -0.78
C -0.114 -0.983 0.670 1.46 1.21 -3.87
H -0.625 1.978 0.042 -1.11 0.51 -0.12
H -2.264 1.433 -0.743 1.43 0.09 1.09
H -0.042 -1.167 1.678 -0.36 -0.50 2.09
H -2.133 -1.488 0.130 -1.19 0.12 0.78
H -1.046 -1.893 -1.077 -0.08 0.13 0.47
C 0.966 -0.485 -0.332 -3.76 -0.07 0.54
H 1.248 -0.978 -1.254 -0.83 -0.86 -0.01
H 1.818 1.248 0.759 0.90 -1.78 -0.98
H 3.002 -0.177 0.312 -0.02 -0.25 0.63
N -1.239 -1.308 -0.251 2.45 -0.69 -1.37
```
Forces are in eV/Å.

The SMILES is C[C@H]1[C@@H]2[NH2+][C@]12C. Its net charge is +1. The value obtained for the orbital gap is 0.4252 Ha. The calculation puts the energy above the lowest of the compared OMol25 structures with the same formula, charge and spin at 70.24 kcal per mole. The value obtained for the total energy is -6827.15613 eV.



(2)
DFT (the ωB97M-V functional and the def2-TZVPD basis) results for a molecular structure, C26H26IrN4O3Se4 in a non-equilibrium geometry.

Geometry as XYZ:
```
64
Properties=species:S:1:pos:R:3:forces:R:3
H 3.837 0.074 3.343 0.01 0.00 0.02
H 0.674 -3.167 -1.147 0.00 -0.01 0.01
C 2.148 0.498 2.105 -0.25 -0.07 0.06
H -2.091 -4.245 -0.174 0.00 -0.01 -0.01
C -1.124 2.850 -2.831 -0.02 0.14 0.03
C -4.151 -2.951 2.177 0.03 0.01 -0.02
H 0.128 2.415 -4.536 0.02 0.00 0.00
H -5.170 -3.027 2.533 -0.01 0.01 0.02
C -1.967 -1.949 2.314 0.05 -0.02 0.00
H -3.612 -1.421 3.582 0.00 0.01 0.01
N 0.498 2.331 -0.959 0.11 0.13 -0.07
H 1.546 3.309 -3.412 -0.02 0.01 0.00
H -4.027 1.646 -5.088 0.00 0.00 -0.01
H -1.583 -0.217 3.496 -0.01 -0.01 -0.01
C -3.216 1.982 -4.456 -0.06 -0.01 0.00
C -0.050 3.354 -1.902 -0.03 -0.20 -0.02
C -3.476 2.418 -3.165 0.04 0.00 0.01
C -1.917 1.988 -4.937 0.04 0.01 0.01
H 1.230 4.935 -2.746 -0.01 -0.01 -0.01
Se -3.380 2.284 1.988 -0.10 -0.01 -0.01
C 1.238 3.871 -2.532 0.06 0.10 -0.01
O 0.904 -0.842 -0.744 -0.39 0.22 0.19
H 4.433 2.880 0.107 0.02 0.01 0.01
Se -1.190 2.577 1.718 -0.13 0.44 0.33
C 3.904 -2.723 -0.223 0.07 -0.03 -0.04
Se -2.077 -0.116 -0.814 -0.09 0.12 0.04
C -2.435 2.853 -2.361 -0.02 0.09 -0.04
C -1.014 -0.999 2.983 0.02 0.03 -0.09
H -1.711 1.659 -5.946 0.01 0.00 -0.01
H 4.006 -3.081 0.802 -0.02 -0.03 -0.01
C 1.102 -0.311 2.648 0.21 0.14 0.00
N 1.669 1.233 1.048 0.09 0.39 0.14
C 2.084 -1.169 -0.568 0.26 -0.11 -0.12
C 3.801 2.218 0.683 -0.02 0.05 -0.11
C 1.600 -3.538 -0.718 -0.03 -0.07 0.00
H 1.389 -4.033 0.232 0.02 0.00 0.00
Se -4.121 0.238 0.005 0.12 0.02 0.06
C -2.420 -3.637 0.659 -0.01 0.00 0.00
H -4.414 -4.432 0.651 0.01 -0.01 -0.01
C 4.301 1.502 1.792 -0.07 -0.10 0.08
C -3.273 -2.054 2.769 -0.05 0.00 0.01
H -2.642 3.207 -1.357 0.01 -0.01 0.02
C 3.470 0.640 2.498 0.15 0.08 -0.08
Ir -0.188 0.909 0.415 0.56 -0.98 -0.69
C 1.739 2.668 -0.748 -0.02 0.01 0.03
H -0.531 -2.646 0.882 0.02 0.02 0.02
H 4.275 -3.490 -0.902 0.00 0.02 -0.01
H 0.119 -2.737 3.685 -0.03 0.01 -0.01
H -0.484 4.149 -1.283 -0.03 -0.09 0.06
H 2.885 -0.426 -0.467 -0.05 -0.02 0.11
C -1.542 -2.749 1.258 -0.04 0.01 0.00
N -0.069 -0.343 2.060 -0.14 -0.10 0.00
C -3.726 -3.740 1.119 -0.02 -0.01 0.00
H 2.054 -4.260 -1.396 -0.01 0.00 0.00
O 1.219 -0.989 3.786 -0.12 -0.02 -0.01
C 2.488 2.061 0.332 -0.09 -0.12 0.13
N 2.515 -2.425 -0.531 -0.08 0.19 -0.05
H 5.331 1.625 2.091 0.01 0.00 0.00
C -0.046 -1.693 3.954 0.11 0.00 0.04
H -0.334 -1.613 4.997 -0.01 -0.02 -0.01
H -4.487 2.419 -2.782 -0.02 0.01 0.00
O 2.245 3.629 -1.505 -0.06 -0.02 -0.04
C -0.874 2.425 -4.130 0.01 -0.16 0.01
H 4.509 -1.827 -0.349 0.00 0.01 0.04
```
Forces are in eV/Å.

Its net charge is +1. As for the spin multiplicity: 5. As for the expectation value of S²: 6.042. The value obtained for the orbital gap (spin up / spin down) is 0.2085 / 0.2413 Ha. The calculation puts the energy above the lowest of the compared OMol25 structures with the same formula, charge and spin at 0.00 kcal per mole. The value obtained for the total energy is -303706.79461 eV.



(3)
DFT (the ωB97M-V functional and the def2-TZVPD basis) results for a molecular structure, C11H30N6O15Zn2 in a non-equilibrium geometry.

Geometry as XYZ:
```
64
Properties=species:S:1:pos:R:3:forces:R:3
O -3.853 0.272 -0.178 -0.71 -0.17 0.68
O 1.534 2.380 -0.154 -0.11 0.21 0.20
H -4.728 -3.071 -3.562 0.06 0.18 0.01
C 0.163 4.288 -0.970 0.53 -0.09 0.31
H 0.529 -2.812 -3.345 -0.24 0.13 -0.58
C 0.047 -1.918 -2.927 -0.22 -2.48 0.06
Zn 0.228 1.110 2.606 -0.96 0.19 0.30
H 4.330 -1.285 0.784 0.45 0.07 -0.15
H 1.861 -1.729 -1.926 -0.18 0.38 0.69
N 3.413 -0.008 4.611 0.15 -0.12 0.55
H 3.155 0.011 -1.234 -0.07 -0.89 0.58
H -3.773 -2.156 -2.371 0.01 0.15 -0.59
H 1.813 -0.908 -3.408 -0.16 0.65 -0.01
H -2.832 -3.124 -0.744 0.44 -0.39 0.43
C -3.775 0.337 -1.409 0.49 0.52 -0.64
H 4.030 -0.333 5.333 0.48 0.06 -0.41
H -0.933 -1.801 -1.208 0.03 0.03 -0.01
O -4.865 -5.078 -2.072 -0.52 0.35 -0.06
O -0.888 -0.659 2.348 -0.91 -2.62 3.23
O -1.313 -0.851 0.292 -0.63 -3.77 -2.64
C -4.281 -4.031 -1.830 0.55 -1.77 -0.78
C 1.205 -1.076 -2.514 -0.33 -0.28 -1.06
N 1.915 -0.551 6.166 -1.36 0.08 0.31
H 2.704 -0.933 6.648 -0.30 -0.20 0.29
C 4.023 0.307 -0.640 -0.51 0.12 -1.90
H 3.779 0.164 3.689 -0.12 0.23 -0.27
N -4.329 -2.939 -2.652 -0.22 -0.06 0.71
O -0.679 -2.493 -1.844 -0.11 0.35 0.53
H -5.624 -0.241 -1.694 -0.30 -0.51 -0.78
H 0.109 5.000 -1.796 -0.19 -0.34 -0.31
O -3.211 1.818 2.632 -2.36 1.67 1.05
Zn -2.608 0.201 1.398 -0.28 1.71 0.27
O 0.761 0.119 -1.931 0.33 0.19 0.39
H -2.619 0.639 -3.032 0.18 0.31 -0.01
H 0.491 -0.112 -1.026 0.15 0.14 0.17
C 2.100 -0.037 4.948 1.98 0.27 -1.42
N -3.395 -3.955 -0.810 -0.35 0.97 0.18
H -4.579 -0.210 -3.178 -0.80 -0.07 -0.13
C -0.396 -0.959 1.191 -2.03 9.28 0.09
O -1.440 2.080 1.570 2.78 1.00 -5.76
O -1.235 2.190 3.613 0.08 2.87 2.71
H 0.920 1.638 -0.157 0.07 -0.09 -0.14
H 5.627 0.474 1.602 0.05 0.14 0.22
O 1.240 0.374 4.172 -0.85 0.08 0.25
C 4.030 -0.234 0.754 -1.57 -0.55 0.30
H 0.444 4.924 -0.122 -0.04 -0.24 0.30
H 2.977 -0.276 1.051 0.05 0.22 0.10
C -2.057 2.398 2.643 1.12 -8.33 1.36
N -2.701 0.812 -2.045 0.73 -0.24 -0.23
H 0.896 2.712 -2.135 0.18 -0.52 0.17
H -1.842 0.983 -1.542 -0.02 0.01 0.02
N -4.803 -0.002 -2.225 0.34 0.44 1.39
H 0.966 -0.706 6.462 0.15 -0.04 0.27
H 2.177 3.736 -1.545 0.13 0.02 0.26
H -0.709 -1.564 -3.632 0.55 0.73 -0.27
O -1.103 3.671 -0.768 0.75 0.06 -0.09
H -0.964 3.111 0.014 -0.65 0.02 0.25
O 0.605 -0.149 0.960 3.25 -2.11 -0.81
H 5.890 0.203 -0.961 0.45 -0.13 -0.56
C 1.256 3.234 -1.245 -0.69 0.99 -0.69
H -3.269 -4.778 -0.253 0.15 0.15 0.09
O 5.141 -0.111 -1.480 -0.28 0.85 1.42
O 4.681 0.534 1.771 0.36 -0.12 -0.33
H 3.761 1.371 -0.697 1.07 0.31 0.51
```
Forces are in eV/Å.

The value obtained for the orbital gap is 0.2884 Ha. The calculation puts the energy above the lowest of the compared OMol25 structures with the same formula, charge and spin at 6.16 kcal per mole. The value obtained for the total energy is -148383.70189 eV.



(4)
DFT (the ωB97M-V functional and the def2-TZVPD basis) results for a molecular structure, C38H46I2IrN2O3P3S2 in a non-equilibrium geometry.

Geometry as XYZ:
```
97
Properties=species:S:1:pos:R:3:forces:R:3
H -4.052 2.629 2.118 0.07 0.06 -0.01
H -1.789 3.563 -3.824 -0.04 -0.01 -0.05
H 3.126 4.760 -2.952 0.01 0.05 0.00
H 2.626 -1.387 2.882 0.04 0.05 -0.02
C 3.873 0.169 0.624 -0.23 0.34 -0.27
C -4.246 0.594 -0.570 -0.01 -0.03 0.08
C 1.928 4.085 4.183 -0.02 0.02 -0.06
H -3.020 4.843 -3.925 -0.02 -0.04 -0.02
C 2.336 4.473 -2.258 0.03 -0.03 0.16
H 2.073 -0.512 5.024 -0.01 0.05 0.05
C 1.587 6.851 -1.906 -0.07 -0.03 0.18
H 1.426 4.288 -2.827 0.02 -0.04 -0.04
O 0.247 0.054 -1.870 -0.28 -0.02 0.24
Ir 0.017 0.044 0.402 0.15 1.16 0.02
H -4.034 3.880 -1.839 -0.01 -0.02 -0.04
H 3.271 2.082 -0.120 0.07 0.03 -0.02
N 1.947 -1.023 2.223 -0.01 0.01 0.02
C -4.682 1.463 0.414 0.05 -0.02 0.09
H -2.728 0.461 -3.433 0.02 0.04 0.00
C 6.400 1.281 0.899 -0.03 -0.01 -0.03
H 0.666 6.632 -2.448 0.02 0.02 -0.05
H -3.322 -1.431 -1.914 0.00 -0.04 0.07
H -4.936 0.194 -1.300 0.01 0.00 -0.02
P 0.633 -0.039 2.680 1.00 0.39 -0.46
C 2.514 2.039 3.062 -0.02 -0.06 0.06
H 2.638 3.550 -1.761 0.02 0.00 -0.04
H -2.294 5.697 -1.697 0.08 0.01 0.07
N -2.034 0.652 0.298 -0.05 -0.10 0.16
O 1.208 5.210 -0.164 0.41 -0.56 -0.38
C 0.650 3.596 4.419 -0.06 0.01 -0.04
H 3.257 1.421 2.584 0.02 0.04 -0.01
C -2.064 4.679 -2.013 -0.12 -0.04 -0.06
C 2.852 3.312 3.496 0.04 -0.06 0.02
C -2.478 -0.789 -1.661 -0.01 0.05 -0.17
C 4.923 -0.602 1.131 -0.08 0.05 0.02
C -2.457 1.523 1.235 0.09 -0.02 0.16
H 2.202 5.070 4.534 0.00 0.00 0.01
H 1.493 -1.360 7.256 0.02 -0.03 -0.02
C 0.732 -1.305 6.488 0.00 -0.07 0.01
H 3.341 -5.063 -2.807 0.00 -0.01 0.01
P -0.039 4.267 -0.169 -2.22 0.57 1.61
H -2.021 -0.993 3.797 -0.06 0.05 0.06
H -1.305 5.261 -3.950 0.01 0.00 -0.01
C 5.359 2.045 0.394 0.03 -0.01 0.00
H -0.272 1.035 -3.624 0.10 0.01 0.05
C -3.762 1.946 1.332 -0.19 -0.21 -0.05
H 3.845 3.692 3.296 0.02 -0.01 0.09
C 6.182 -0.043 1.265 0.01 -0.03 0.07
C -0.739 0.726 -2.688 -0.33 0.18 -0.17
O -0.687 4.391 -1.600 0.23 -0.28 -0.22
S 0.765 2.371 0.058 1.47 -1.60 -0.21
H 4.759 -1.638 1.408 0.07 -0.01 -0.01
H -1.693 -1.426 -1.257 -0.09 -0.10 -0.03
H -1.696 -0.947 -3.642 -0.06 0.03 -0.06
I -1.359 -2.455 1.403 0.46 -1.62 -0.76
H 0.568 -0.729 -2.338 0.04 -0.11 0.20
C 4.096 1.489 0.249 -0.06 -0.07 -0.07
C 0.291 2.349 3.943 0.08 -0.10 -0.04
C 3.873 -3.063 -2.253 -0.04 0.06 -0.02
H 1.171 -3.398 0.483 0.04 -0.06 0.02
C 2.167 -4.352 -1.158 -0.06 -0.02 0.10
C 1.921 -3.302 -0.288 0.12 0.07 0.01
H -2.580 -1.853 6.033 0.01 -0.01 0.02
S -1.170 4.652 1.371 0.13 0.16 -0.49
H 7.387 1.711 1.004 0.00 0.00 0.02
H 2.327 7.242 -2.604 -0.01 0.00 -0.03
H 1.377 7.613 -1.158 0.03 0.02 0.00
H -0.821 -2.074 7.753 0.01 0.01 0.00
H -3.122 3.835 -0.327 0.03 0.05 -0.05
H -1.708 1.895 1.920 0.01 0.01 -0.05
C 1.227 1.561 3.266 -0.33 0.04 0.09
H -2.751 2.677 -1.619 -0.06 0.09 -0.05
C 3.621 -2.000 -1.398 -0.04 -0.02 0.02
H 4.639 -2.962 -3.011 -0.02 -0.03 -0.02
H 5.529 3.078 0.122 0.00 -0.01 -0.04
C -3.050 3.706 -1.402 0.09 0.12 0.01
C 3.146 -4.238 -2.135 0.02 0.02 -0.02
C -2.042 4.581 -3.524 0.12 0.13 0.09
I -1.010 -5.536 0.817 -0.29 2.01 0.35
H -1.011 1.621 -2.131 0.18 0.03 0.02
C -1.559 -1.578 5.806 -0.10 0.01 -0.03
C 1.058 -0.831 5.230 -0.02 -0.07 -0.02
C -1.243 -1.096 4.543 0.11 0.01 0.01
C -2.918 0.189 -0.612 -0.18 -0.09 0.01
H 6.995 -0.640 1.656 0.00 0.00 -0.01
C 2.121 5.591 -1.255 -0.02 0.05 -0.30
P 2.256 -0.654 0.585 0.07 -0.54 0.59
H -0.070 4.191 4.963 0.00 0.03 -0.03
H -5.723 1.753 0.471 0.00 0.02 -0.03
C -1.958 -0.143 -2.949 0.29 -0.10 0.17
H 1.587 -5.260 -1.067 0.05 -0.03 -0.01
C 0.070 -0.750 4.246 -0.52 -0.01 -0.31
C 2.658 -2.123 -0.390 -0.26 0.13 -0.21
H -0.712 1.971 4.113 0.00 0.05 0.09
H 3.050 5.805 -0.729 -0.03 -0.01 0.06
H 4.180 -1.082 -1.513 0.04 -0.03 0.01
C -0.572 -1.696 6.771 0.00 0.08 -0.01
```
Forces are in eV/Å.

Its net charge is +2. The value obtained for the orbital gap (spin up / spin down) is 0.1349 / 0.1488 Ha. The calculation puts the energy above the lowest of the compared OMol25 structures with the same formula, charge and spin at 31.74 kcal per mole. The value obtained for the total energy is -117843.35734 eV.